Entry 1:
DFT (ωB97M-V/def2-TZVPD) results for a cluster of 18 separate species, C63H120F3N15O15 in total in a non-equilibrium geometry.

Its highest occupied orbital energy is -0.3172 Ha. The HOMO-LUMO gap is 9.0960 eV. The calculation puts the total energy at -4721.9811 a.u. The calculation puts the maximum force at 4.96 eV/Å. The value obtained for the lowest unoccupied orbital energy is 0.465 eV.

Structure (ORCA input):
```
! RIJCOSX wB97M-V def2-TZVPD def2/J DEFGRID3
* xyz 0 1
F -6.4350 -1.5153 -2.9948
F -1.3982 7.0532 4.8217
F 4.1311 -5.3099 -7.3694
O 1.6130 -4.2013 -0.1934
O 0.9160 -7.5414 1.7872
O 0.3653 6.4027 0.5005
O -1.5132 -6.4656 -2.5540
O 1.4070 -1.5165 -6.5166
O 4.4324 3.3158 0.8722
O 6.2326 1.6790 3.2790
O -4.9101 5.4383 -1.6441
O -1.6278 -0.1557 -2.1999
O 3.8492 -1.0099 -2.9876
O -0.2411 5.2772 -2.5534
O -6.8335 2.2440 3.0372
O -2.4825 0.7063 2.5928
O 2.8493 -0.8791 1.8653
O -2.4836 -4.3816 1.1413
N -0.3415 -8.2420 -1.6594
N -3.9609 -4.2151 -0.6075
N -6.7795 2.9645 0.8328
N -0.6812 -0.4019 -0.1886
N 3.8252 -4.4443 0.0807
N 4.1843 -0.7662 3.6895
N 3.0815 3.7353 2.6238
N -3.7120 -0.6661 3.9713
N -0.8114 4.6705 1.5635
N 2.1264 0.4103 -2.6116
N -3.7264 4.9198 -3.4817
N -0.6406 -2.0287 -5.5100
N 6.7374 1.2534 1.0841
N 0.8354 -5.4827 2.7874
N 1.9692 5.6084 -2.1437
C -7.3622 2.4407 1.9166
C 0.7243 -2.2296 -5.7951
C -5.6221 -0.2308 0.7871
C 5.4643 -1.2275 4.2008
C -7.5521 3.1174 -0.3885
C 2.2512 4.2934 -1.5899
C 1.3481 9.3407 4.1623
C 2.2443 -5.4078 3.2343
C -4.8332 -0.6702 -1.4288
C -1.7016 4.5323 0.4066
C -0.5428 0.9950 0.0589
C -1.2682 4.1712 2.9060
C 2.1627 -4.8363 -3.8008
C -5.4010 3.4887 0.8191
C -0.0275 -4.3114 3.0870
C -4.5950 -0.2673 -0.1480
C -2.9560 5.3457 -4.6665
C 3.0917 6.4031 -2.5927
C -1.2960 -0.8729 -1.2939
C -0.5877 -9.6740 -1.3603
C 7.0739 1.9018 -0.1752
C 3.8089 -5.9038 0.2110
C 2.9043 -0.3819 -3.3661
C -3.9974 -2.0468 4.2500
C -1.3508 -2.9013 -4.4562
C -2.8705 -0.4026 2.9290
C 2.6141 0.8344 -1.2705
C 2.0474 2.8573 1.9417
C 1.1432 1.2717 -3.2626
C 3.9886 -4.3014 -5.2536
C -4.5032 0.4179 4.6215
C 1.5022 8.5131 6.4269
C -1.4506 -7.5299 -1.9312
C -2.7624 -4.3528 -0.0436
C 0.9375 -7.8377 -2.2565
C 2.0604 9.2237 5.3844
C 1.7542 -5.7610 -4.7635
C 0.2735 7.8382 6.2769
C -4.2345 -4.5670 -2.0133
C -6.1502 -1.0098 -1.7264
C 4.2866 3.7188 2.0086
C -6.8911 -0.6470 0.4213
C -0.3177 7.8635 5.0036
C 0.1305 5.7270 1.4417
C 2.4106 -6.0295 -5.9008
C 6.7260 2.0358 2.1875
C 0.7570 6.0089 -2.5663
C -0.0182 -1.3805 0.6987
C 5.1426 -3.8126 0.0012
C 3.5306 -5.2112 -6.1592
C -3.3472 3.5753 -2.9788
C -5.1798 -4.2482 0.2512
C -7.1729 -1.1147 -0.8191
C 0.2267 8.5922 3.9431
C 2.8652 4.0040 4.0395
C -1.3075 -0.7842 -5.8817
C 3.3206 -4.1261 -4.0334
C 2.7010 -3.7129 -0.2242
C -4.4253 5.7699 -2.7214
C 0.3268 -6.5099 2.0889
C 3.6057 0.4355 4.3086
C 5.9614 0.0444 0.9612
C 3.7441 -1.3178 2.5472
H 2.3887 1.8370 1.8038
H -2.8491 3.1185 -3.7871
H -4.7225 -3.7465 -2.5215
H 4.2034 -2.2949 2.3125
H 5.5563 -2.2578 3.7794
H -4.2517 3.0565 -2.5158
H 1.5599 -4.6899 -2.8681
H 0.8457 -6.2937 -4.5526
H -4.9567 -3.6712 1.1275
H -2.6086 3.6942 -2.1362
H 3.5879 1.2775 -1.3953
H -2.5881 -1.3233 2.3892
H -5.9844 -3.6973 -0.2526
H 1.5351 -7.0069 -1.8416
H 1.7144 3.2200 1.0248
H -4.4980 6.7706 -3.1448
H 3.7550 4.4968 4.4831
H 5.7544 -3.8818 0.9228
H 7.4190 2.8634 2.1661
H -8.0710 -1.7008 -0.9913
H 4.4170 -6.1986 1.0642
H -4.2074 1.3793 4.1337
H -3.3433 -4.8419 -2.5687
H 0.6530 5.7654 2.4478
H 6.0638 -0.3591 1.9956
H 2.8179 -6.2957 0.2762
H -5.3436 4.5633 0.6244
H -3.6176 0.0051 0.3011
H -0.7247 -6.4180 1.8486
H 0.3196 -3.4458 2.5817
H -4.8848 -5.4092 -2.0311
H -2.3629 -7.8842 -1.4657
H 7.6666 1.1759 -0.7501
H 6.4608 -0.5651 0.2517
H 4.9283 0.2169 0.6493
H -2.5787 5.1732 0.5441
H 5.0552 -2.7361 -0.2752
H 2.5907 -0.3327 -4.4094
H 4.3995 -6.3527 -0.6201
H 0.8435 -7.6329 -3.3299
H 2.7502 0.7296 3.7223
H -8.3207 2.0870 1.6520
H -7.6195 -0.4060 1.1817
H 1.7529 9.9202 3.3408
H -1.5842 -9.7136 -0.8897
H 0.5176 1.2344 -0.1195
H 6.1986 -0.5383 4.0338
H 2.6013 -0.0360 -0.6526
H 1.9686 1.5474 -0.8659
H 0.7904 0.8367 -4.2150
H -0.5936 -0.1274 -6.1875
H 6.2223 2.2905 -0.7398
H -5.5149 -5.2747 0.4584
H -0.8475 1.1721 1.0704
H 2.7106 3.6873 -2.3302
H -1.9000 -4.5016 -0.8397
H -4.8066 3.2212 1.6951
H 0.6567 7.0552 -2.8365
H 2.7724 7.3863 -3.0156
H -1.2485 4.6917 -0.5185
H -6.9444 2.7091 -1.2016
H 4.3316 1.2832 4.2598
H -0.5798 -2.3286 0.7192
H 2.9944 9.7122 5.4531
H 1.9686 8.5538 7.4113
H 2.1730 -4.8055 4.1431
H -3.4740 6.2191 -5.0236
H -0.0254 -0.9661 1.7091
H 3.5790 5.9442 -3.3881
H 5.4026 -1.3725 5.2657
H -0.4609 -10.2648 -2.2653
H -5.5734 0.3643 4.3541
H -1.9717 -1.0708 -6.7246
H 1.5044 -8.8071 -2.2147
H 2.9689 4.2931 -0.7374
H 3.3191 0.1977 5.3321
H -5.0137 2.9610 -0.0203
H 1.2022 2.7424 2.6023
H 5.6693 -4.2976 -0.8611
H 1.9164 4.5543 4.2795
H 7.7357 2.7380 -0.0529
H -0.3075 8.6964 2.9816
H 1.1867 -3.0749 -5.3062
H -2.0839 4.6859 3.4399
H 3.7190 -3.4130 -3.2988
H -1.9417 5.6284 -4.2544
H -3.6458 -2.3744 5.2719
H -5.5228 0.2510 1.7741
H -5.0685 -2.3499 4.1983
H -2.1052 3.5197 0.3723
H -1.4760 -1.9314 -1.2750
H 2.8458 -2.6306 -0.4309
H -3.5176 -2.6805 3.4630
H -8.5266 2.6347 -0.3509
H -2.1510 -3.4213 -4.9714
H 3.7634 6.6770 -1.8013
H 4.8123 -3.6525 -5.4284
H -7.7064 4.2018 -0.6412
H 1.3353 3.7874 -1.2719
H 2.0791 -6.7763 -6.6275
H -0.3398 4.1624 3.4919
H -1.7803 -0.3987 -5.0111
H -4.0158 -0.7615 -2.1886
H -2.9253 4.5420 -5.4633
H -0.6554 -3.6365 -4.1341
H -0.1344 7.2569 7.1251
H 1.5700 2.2688 -3.4095
H 0.3322 1.4076 -2.5836
H 2.9018 -4.8101 2.5637
H -1.2554 1.5220 -0.5901
H 1.0145 -1.6011 0.3798
H -1.5798 3.0930 2.7645
H -1.7891 -2.1803 -3.7358
H -4.4209 0.3120 5.7173
H 2.8020 -6.3503 3.3933
H -1.0906 -4.5419 2.8623
H 5.0768 4.0675 2.7141
H 0.1166 -4.0382 4.1392
H 2.7394 3.0447 4.5247
H 0.1921 -9.9329 -0.6265
*
```

---

Entry 2:
DFT (ωB97M-V/def2-TZVPD) results for a cluster of 7 separate species, C63H133N7O7 in total in a non-equilibrium geometry.

Its highest occupied orbital energy is -0.2856 Ha. The HOMO-LUMO gap is 8.2244 eV. The calculation puts the total energy at -3389.5584 a.u. The calculation puts the maximum force at 4.15 eV/Å. Its structure (SMILES) is CC1(C)CCCC(C)(C)N1O.CC1(C)CCCC(C)(C)N1O.CC1(C)CCCC(C)(C)N1O.CC1(C)CCCC(C)(C)N1O.CC1(C)CCCC(C)(C)N1O.CC1(C)CCCC(C)(C)N1O.CC1(C)CCCC(C)(C)N1O. The value obtained for the lowest unoccupied orbital energy is 0.453 eV.

Structure (ORCA input):
```
! RIJCOSX wB97M-V def2-TZVPD def2/J DEFGRID3
* xyz 0 1
O 1.7760 -3.2170 7.4787
O -7.7819 -1.6628 0.0676
O -0.8876 -3.6223 -5.5650
O 7.9315 7.3714 -0.9887
O -5.1003 2.7480 -4.1798
O 2.3129 4.8027 0.0859
O 1.0762 -1.3021 2.6594
N 1.2847 -4.5535 7.3459
N 7.2800 6.2916 -0.3279
N -4.3005 2.2032 -5.1571
N 1.2247 5.6647 0.2437
N -6.9468 -1.7549 1.1532
N 0.9141 -0.5774 1.4083
N -0.2194 -4.7330 -5.2315
C -3.7348 4.4604 -6.3184
C -5.8173 -2.8236 0.9263
C 1.0786 -7.4107 6.7895
C 5.8708 4.3042 -0.7046
C 0.2739 -1.4745 0.3176
C -6.3592 -4.2198 0.3036
C -3.0576 1.6100 -4.6351
C -0.5929 4.4473 -0.9090
C -2.2320 1.6350 -7.0949
C 1.0418 0.4105 -1.4295
C 2.6553 7.7666 0.4096
C 1.6108 6.8534 1.1211
C -0.5906 -4.2985 -2.8469
C 2.0384 1.3289 2.4021
C 1.1215 -6.8759 8.2263
C -3.5770 2.1570 -7.5451
C 1.3952 1.3120 -0.2002
C 1.0886 -5.0323 5.8827
C -2.2608 0.8442 -5.8059
C 0.0815 -7.2134 -5.2551
C -0.2457 4.1126 1.6127
C -4.8422 -2.3131 -0.1086
C -8.2853 -0.1916 2.5923
C -1.2043 6.1902 0.6399
C 1.6252 -4.9682 9.8287
C -1.0321 -5.9165 -7.2589
C 2.4243 -4.9822 5.1224
C 8.2393 4.0090 -1.1191
C -1.0072 -1.9870 0.9993
C 1.2697 -2.7137 -0.1110
C -0.1684 5.0463 0.3859
C 3.3190 -5.8057 8.2362
C -0.8583 7.2680 1.6578
C -4.9313 -3.0042 2.1805
C 7.0640 5.3029 -2.6844
C -2.2817 -6.4790 -5.0653
C -4.3103 2.9553 -6.4789
C -5.8410 -3.0574 3.4268
C -0.8871 -5.9963 -5.6341
C 0.5008 7.8734 1.4752
C 7.0792 7.6090 1.6620
C 5.8132 4.0446 0.7127
C 1.7841 -5.5345 8.3894
C 0.0391 -0.7007 -1.0141
C 8.6841 5.6851 1.6417
C -8.7734 -2.6506 2.5445
C 0.5288 -6.4230 5.7747
C 6.0920 5.2892 1.5260
C 2.1456 6.4292 2.5205
C -2.1365 2.6399 -4.0295
C 7.1687 5.0515 -1.1628
C 1.3023 -5.9175 -3.5663
C -7.6428 -1.6058 2.4582
C 3.3623 -0.1300 0.8808
C 7.3025 6.2084 1.0889
C -6.7233 -1.8963 3.5824
C -3.5181 0.5021 -3.5741
C 0.1481 -3.9741 5.1875
C 0.4519 -7.1719 -3.7364
C 1.6092 -3.2965 -4.0068
C 1.9339 0.4280 1.0190
C -5.7169 2.9963 -7.0133
C 0.5107 -4.5193 -3.8935
H -3.4099 2.8729 -8.3499
H 1.4984 -7.6040 8.9447
H 0.9196 -2.4569 -4.0951
H 9.1672 4.2099 -1.6547
H 0.0637 -6.8097 8.4809
H 0.9370 -7.1360 -5.9261
H 2.2254 1.9829 -0.4207
H 0.5887 1.9703 0.1229
H -4.3138 5.0665 -5.6217
H -9.2282 -0.2028 2.0456
H 7.1572 7.7665 -1.3961
H -3.7262 4.8873 -7.3213
H 2.8030 -3.9668 5.2387
H 6.5817 3.4004 1.1399
H 1.8602 -2.4658 -0.9931
H -0.0798 -6.1925 -7.7116
H 7.9245 3.1154 -1.6582
H -8.3179 -2.4539 0.1593
H -5.2423 -2.2239 -1.1186
H -2.3016 -6.7194 -4.0023
H -1.6789 -6.7087 -7.6360
H -3.9217 -2.8800 -0.2480
H -0.3986 -3.2362 -6.2953
H -2.7081 4.3878 -5.9594
H 8.9264 6.3118 2.5001
H 1.9081 -0.1175 -1.8280
H -0.1838 -1.3384 -1.8695
H 3.1792 -5.6463 5.5434
H -3.7021 0.9995 -2.6218
H 7.8305 8.3426 1.3697
H 2.1032 -7.5723 6.4546
H 3.3749 -0.9742 0.1914
H 2.6314 7.2683 3.0186
H -1.3478 6.7468 -0.2863
H -6.1195 1.9984 -7.1869
H 0.7462 -3.6267 -0.3947
H -5.6287 -5.0237 0.2127
H -1.4384 8.1623 1.4302
H -6.7184 -4.0943 -0.7179
H 0.6638 -3.0276 5.0249
H 3.6469 7.3590 0.6063
H 2.1527 -3.2946 -4.9516
H 1.4520 -2.8392 8.2997
H 2.4876 2.3153 2.2868
H -1.2986 0.4552 -5.4730
H -0.6170 -2.6805 1.7442
H 6.2145 5.9183 -2.9807
H 6.1524 8.0691 1.3192
H -1.4362 -4.9722 -7.6237
H -6.4326 -3.9726 3.4455
H 5.0083 4.9706 -0.7121
H -7.2351 -4.6202 0.8140
H -0.1699 -4.3609 4.2193
H -6.1150 -0.9995 3.7004
H 2.4322 0.8459 3.2964
H 3.7655 -6.0791 9.1923
H -2.8895 -5.5810 -5.1760
H -9.1584 -2.6047 3.5632
H -4.2202 -2.1784 2.2058
H -9.6254 -2.3158 1.9528
H 0.6720 -4.4472 9.9181
H 0.5812 0.9642 -2.2477
H 0.2449 4.1627 -1.5454
H 2.3153 -5.2523 4.0720
H 2.2603 -6.0505 -4.0690
H 2.4443 -4.2708 10.0043
H -8.6959 -0.0895 3.5968
H 1.7369 -1.9469 2.3960
H -1.4969 -1.1996 1.5722
H 1.4046 -5.8242 -2.4851
H -5.1218 -3.1937 4.2345
H -2.6689 -7.3932 -5.5153
H 0.7008 8.4676 2.3668
H 2.4414 7.8155 -0.6581
H 3.8046 -0.4929 1.8086
H -1.6087 -4.2655 -3.2350
H -1.0014 6.9795 2.6991
H -1.1666 5.0477 -1.6151
H -1.2942 3.6238 -0.7744
H -0.8809 -0.1367 -0.8608
H -1.2885 2.1183 -3.5857
H -2.8396 -0.3499 -3.5312
H -1.6139 2.5238 -6.9679
H -0.4613 -8.1586 -5.2446
H -0.4797 4.7076 2.4955
H -0.3136 -7.1548 -2.9607
H 0.7030 3.6224 1.8313
H 1.0427 -8.0375 -3.4366
H 6.8884 7.5966 2.7351
H -2.5472 3.4989 -3.4989
H -0.9937 3.3203 1.6437
H -2.7238 -0.1042 -6.0785
H 0.7796 -6.7910 4.7798
H 6.0157 5.0470 2.5860
H 2.1927 -3.2379 -3.0880
H -8.4997 -3.7012 2.4484
H -4.1484 1.2851 -7.8636
H 1.0211 1.6174 2.6667
H -6.3593 3.4665 -6.2687
H -7.1671 -1.9599 4.5760
H -4.4849 0.1156 -3.8964
H 2.5389 4.9095 -0.8410
H 9.4319 5.6940 0.8487
H -4.6264 -1.2931 0.2095
H 4.0609 0.5924 0.4587
H -0.5542 -6.3974 5.6537
H 2.5712 8.7964 0.7569
H 3.9213 -4.9266 8.0074
H 5.7396 3.3975 -1.2953
H 6.9500 4.3475 -3.1967
H 1.4666 6.1857 3.3377
H 8.3934 3.6121 -0.1158
H 0.4362 8.7482 0.8282
H 4.8413 3.6485 1.0069
H 0.6224 -8.3677 6.5362
H -4.2936 -3.8844 2.0984
H -1.4406 2.9924 -4.7908
H -7.5177 0.5441 2.3525
H -5.9327 2.5049 -4.5917
H -2.1695 5.7966 0.9586
H 7.9875 5.7531 -3.0482
H 3.0224 5.7826 2.4867
H 8.5721 4.6923 2.0774
H -0.5475 -4.9716 -1.9907
H 1.6871 -5.7604 10.5747
H -1.7465 -2.4229 0.3274
H -0.7718 -3.8464 5.7580
H -5.8542 3.4045 -8.0146
H 1.8802 -3.2311 0.6290
H 3.5375 -6.4429 7.3792
H 5.2510 5.9672 1.3800
H -1.6537 1.2412 -7.9307
H -0.5250 -3.2803 -2.4632
*
```